# 1
{
  "formula": "C4H9NO2",
  "method": "ωB97M-V with the def2-TZVPD basis set",
  "elements": ["C", "C", "O", "C", "N", "C", "O", "H", "H", "H", "H", "H", "H", "H", "H", "H"],
  "positions_angstrom": [[-1.833, -0.910, -0.558], [-0.568, -0.061, -0.643], [-0.911, 1.229, -1.133], [0.191, 0.121, 0.683], [1.586, -0.270, 0.661], [2.383, 0.772, 0.328], [1.917, 1.857, 0.004], [-1.621, -1.970, -0.380], [-2.384, -0.812, -1.498], [-2.487, -0.555, 0.251], [0.115, -0.478, -1.389], [-1.367, 1.673, -0.404], [0.423, 1.276, 0.615], [-0.309, -0.452, 1.492], [1.966, -1.109, 1.073], [3.459, 0.600, 0.363]],
  "lowdin_charge": [-0.060, -0.434, -0.055, -0.149, 0.020, -0.335, 0.003, 0.079, 0.080, 0.080, 0.144, 0.096, 0.133, 0.131, 0.136, 0.131],
  "smiles": "C[C@@H](O)CNC=O",
  "homo_energy_ev": -9.52,
  "relative_energy_kcal_mol": 43.27,
  "charge": 0,
  "mol_weight_g_mol": 103.121,
  "multiplicity": 1
}


# 2
{
  "formula": "C4H9NO2",
  "method": "ωB97M-V with the def2-TZVPD basis set",
  "elements": ["C", "C", "O", "C", "C", "O", "N", "H", "H", "H", "H", "H", "H", "H", "H", "H"],
  "positions_angstrom": [[1.950, -0.752, -0.047], [0.473, -0.544, -0.352], [-0.309, -1.443, 0.440], [0.066, 0.911, -0.091], [-1.408, 1.277, -0.267], [-1.749, 2.262, -0.899], [-2.290, 0.479, 0.396], [2.152, -0.511, 1.005], [2.584, -0.110, -0.664], [2.244, -1.792, -0.230], [0.275, -0.789, -1.404], [0.291, -1.947, 1.002], [0.358, 1.180, 0.933], [0.617, 1.560, -0.778], [-3.270, 0.647, 0.229], [-1.983, -0.426, 0.727]],
  "lowdin_charge": [-0.057, -0.424, -0.062, -0.072, -0.539, 0.038, 0.165, 0.090, 0.087, 0.085, 0.148, 0.092, 0.132, 0.127, 0.110, 0.079],
  "smiles": "C[C@@H](O)CC(N)=O",
  "homo_energy_ev": -9.56,
  "relative_energy_kcal_mol": 9.34,
  "charge": 0,
  "mol_weight_g_mol": 103.121,
  "multiplicity": 1
}


# 3
{
  "formula": "C4H9NO2",
  "method": "ωB97M-V with the def2-TZVPD basis set",
  "elements": ["O", "O", "C", "N", "C", "C", "C", "H", "H", "H", "H", "H", "H", "H", "H", "H"],
  "positions_angstrom": [[-2.013, -1.676, 0.903], [-0.891, 0.257, 1.526], [-1.348, -1.028, 1.727], [0.986, 1.589, -1.383], [2.398, 1.380, -1.778], [-0.656, 0.745, 0.126], [0.726, 1.400, 0.022], [-1.139, -1.478, 2.705], [0.625, 2.422, -1.659], [3.105, 2.211, -1.681], [2.857, 0.426, -1.397], [2.601, 1.296, -2.877], [-1.459, 1.395, -0.083], [-0.791, -0.139, -0.534], [0.780, 2.298, 0.593], [1.388, 0.716, 0.345]],
  "lowdin_charge": [0.023, -0.067, -0.286, -0.096, -0.125, -0.103, -0.204, 0.137, 0.064, 0.063, 0.093, 0.074, 0.105, 0.128, 0.118, 0.075],
  "smiles": "CNCCOC=O",
  "homo_energy_ev": -9.16,
  "relative_energy_kcal_mol": 57.90,
  "charge": 0,
  "mol_weight_g_mol": 103.121,
  "multiplicity": 1
}


# 4
{
  "formula": "C4H9NO2",
  "method": "ωB97M-V with the def2-TZVPD basis set",
  "elements": ["C", "C", "O", "C", "N", "C", "O", "H", "H", "H", "H", "H", "H", "H", "H", "H"],
  "positions_angstrom": [[1.661, 0.187, -1.842], [-1.095, -1.027, -0.070], [-1.932, -1.977, 0.278], [-0.274, -0.701, 1.167], [0.083, 0.703, 1.177], [-0.914, 1.609, 1.018], [-2.091, 1.303, 0.972], [1.773, 1.271, -1.752], [1.901, -0.112, -2.866], [2.355, -0.311, -1.157], [0.633, -0.103, -1.602], [-2.450, -2.210, -0.508], [-0.780, -0.984, 2.100], [0.649, -1.291, 1.086], [1.039, 0.991, 1.043], [-0.559, 2.653, 0.956]],
  "lowdin_charge": [-0.061, -0.061, 0.026, -0.216, 0.011, -0.360, 0.018, 0.017, 0.017, 0.016, -0.026, 0.110, 0.123, 0.128, 0.124, 0.133],
  "homo_energy_ev": -8.61,
  "relative_energy_kcal_mol": 80.65,
  "charge": 0,
  "mol_weight_g_mol": 103.121,
  "multiplicity": 1
}


# 5
{
  "formula": "C4H9NO2",
  "method": "ωB97M-V with the def2-TZVPD basis set",
  "elements": ["C", "C", "O", "C", "C", "O", "N", "H", "H", "H", "H", "H", "H", "H", "H", "H"],
  "positions_angstrom": [[0.478, -0.783, -1.411], [0.417, -0.894, 0.137], [1.576, -1.390, 0.810], [0.196, 0.558, 0.557], [-0.972, 1.036, -0.294], [-0.875, 1.604, -1.384], [-2.188, 0.704, 0.170], [1.515, -0.574, -1.663], [-0.020, 0.273, -1.834], [0.208, -1.759, -1.855], [-0.440, -1.503, 0.478], [1.925, -2.141, 0.313], [0.004, 0.700, 1.625], [1.091, 1.117, 0.272], [-2.968, 0.866, -0.448], [-2.325, 0.313, 1.083]],
  "lowdin_charge": [-0.057, -0.436, -0.042, -0.077, -0.557, -0.001, 0.189, 0.071, 0.120, 0.076, 0.135, 0.092, 0.124, 0.135, 0.121, 0.109],
  "smiles": "C[C@@H](O)CC(N)=O",
  "homo_energy_ev": -9.75,
  "relative_energy_kcal_mol": 38.56,
  "charge": 0,
  "mol_weight_g_mol": 103.121,
  "multiplicity": 1
}


# 6
{
  "formula": "C4H9NO2",
  "method": "ωB97M-V with the def2-TZVPD basis set",
  "elements": ["C", "O", "C", "C", "N", "O", "C", "H", "H", "H", "H", "H", "H", "H", "H", "H"],
  "positions_angstrom": [[1.518, 0.840, -0.856], [0.940, -0.777, 0.517], [0.153, -0.079, 1.469], [-0.399, -0.410, 0.166], [-0.290, 0.656, -0.800], [-0.743, 1.871, -0.187], [-1.240, -1.627, -0.119], [2.418, 0.518, -0.257], [1.650, 0.439, -1.850], [1.382, 1.892, -0.727], [0.373, 0.974, 1.654], [-0.036, -0.701, 2.329], [-1.432, 2.243, -0.760], [-2.308, -1.463, 0.038], [-0.905, -2.437, 0.539], [-1.083, -1.938, -1.156]],
  "lowdin_charge": [0.054, -0.099, -0.069, -0.527, -0.045, -0.097, 0.006, 0.089, 0.056, 0.042, 0.118, 0.117, 0.098, 0.081, 0.089, 0.086],
  "smiles": "CN(O)[C@]1(C)CO1",
  "homo_energy_ev": -9.11,
  "relative_energy_kcal_mol": 146.82,
  "charge": 0,
  "mol_weight_g_mol": 103.121,
  "multiplicity": 1
}


# 7
{
  "formula": "C4H9NO2",
  "method": "ωB97M-V with the def2-TZVPD basis set",
  "elements": ["C", "C", "C", "O", "N", "C", "O", "H", "H", "H", "H", "H", "H", "H", "H", "H"],
  "positions_angstrom": [[-1.176, 1.433, -0.254], [-0.274, 0.316, 0.259], [-0.964, -1.053, 0.136], [-0.464, -2.023, 1.012], [0.996, 0.389, -0.476], [2.107, -0.305, -0.154], [2.169, -1.184, 0.694], [-0.672, 2.405, -0.203], [-2.085, 1.494, 0.350], [-1.473, 1.250, -1.295], [-0.057, 0.469, 1.325], [-2.024, -0.924, 0.392], [-0.920, -1.370, -0.922], [0.508, -1.959, 0.995], [1.087, 1.104, -1.183], [2.992, -0.008, -0.745]],
  "lowdin_charge": [-0.061, -0.345, -0.246, -0.063, 0.058, -0.328, 0.013, 0.081, 0.084, 0.088, 0.156, 0.121, 0.129, 0.048, 0.131, 0.136],
  "smiles": "C[C@@H](CO)NC=O",
  "homo_energy_ev": -9.90,
  "relative_energy_kcal_mol": 18.02,
  "charge": 0,
  "mol_weight_g_mol": 103.121,
  "multiplicity": 1
}


# 8
{
  "formula": "C4H9NO2",
  "method": "ωB97M-V with the def2-TZVPD basis set",
  "elements": ["N", "C", "O", "C", "C", "C", "O", "H", "H", "H", "H", "H", "H", "H", "H", "H"],
  "positions_angstrom": [[1.316, 0.324, 1.419], [1.483, -0.971, 1.020], [2.270, -1.740, 1.557], [0.650, -1.471, -0.097], [-1.120, -0.409, -0.269], [-1.227, 0.890, -1.082], [-0.324, 1.836, -0.534], [1.988, 0.667, 2.086], [0.869, 0.989, 0.800], [0.121, -0.844, -0.869], [0.247, -2.456, 0.113], [-1.847, -1.141, -0.624], [-1.207, -0.207, 0.784], [-1.035, 0.741, -2.155], [-2.265, 1.269, -1.004], [-0.134, 2.523, -1.183]],
  "lowdin_charge": [0.152, -0.619, 0.020, 0.063, -0.066, -0.273, -0.085, 0.106, 0.059, 0.025, 0.082, 0.102, 0.086, 0.122, 0.124, 0.102],
  "homo_energy_ev": -8.64,
  "relative_energy_kcal_mol": 96.58,
  "charge": 0,
  "mol_weight_g_mol": 103.121,
  "multiplicity": 1
}


# 9
{
  "formula": "C4H9NO2",
  "method": "ωB97M-V with the def2-TZVPD basis set",
  "elements": ["C", "N", "C", "O", "C", "C", "O", "H", "H", "H", "H", "H", "H", "H", "H", "H"],
  "positions_angstrom": [[1.426, 0.217, -1.318], [1.874, -0.982, 0.545], [1.164, -0.187, 1.140], [0.528, 0.841, 0.285], [-0.908, 0.937, 0.279], [-1.591, -0.423, 0.397], [-1.132, -1.337, -0.570], [1.188, -0.768, -1.695], [0.840, 1.009, -1.782], [2.483, 0.437, -1.248], [0.906, -0.006, 2.186], [-1.227, 1.613, 1.083], [-1.154, 1.404, -0.679], [-1.466, -0.820, 1.414], [-2.665, -0.282, 0.233], [-0.264, -1.653, -0.269]],
  "lowdin_charge": [0.140, 0.078, -0.372, -0.212, -0.164, -0.251, -0.062, 0.049, 0.059, 0.058, 0.119, 0.126, 0.124, 0.119, 0.126, 0.062],
  "homo_energy_ev": -8.32,
  "relative_energy_kcal_mol": 139.52,
  "charge": 0,
  "mol_weight_g_mol": 103.121,
  "multiplicity": 1
}


# 10
{
  "formula": "C4H9NO2",
  "method": "ωB97M-V with the def2-TZVPD basis set",
  "elements": ["C", "C", "N", "O", "H", "H", "H", "H", "H", "C", "C", "O", "H", "H", "H", "H"],
  "positions_angstrom": [[1.736, 0.678, 0.654], [1.044, -0.117, -0.409], [0.720, -1.580, 0.091], [1.023, 0.069, -1.600], [0.655, -2.209, -0.705], [1.330, -1.963, 0.812], [1.266, 0.552, 1.629], [1.697, 1.731, 0.384], [2.784, 0.357, 0.695], [-2.183, 0.551, -0.729], [-1.181, 0.299, 0.383], [-1.257, 0.887, 1.447], [-0.344, -1.034, 0.369], [-2.824, 1.407, -0.501], [-1.659, 0.711, -1.673], [-2.809, -0.340, -0.847]],
  "lowdin_charge": [-0.012, -0.509, 0.098, 0.090, 0.119, 0.115, 0.082, 0.100, 0.098, -0.081, -0.391, -0.030, 0.122, 0.069, 0.060, 0.071],
  "homo_energy_ev": -7.05,
  "relative_energy_kcal_mol": 91.82,
  "charge": 0,
  "mol_weight_g_mol": 103.121,
  "multiplicity": 1
}


# 11
{
  "formula": "C4H9NO2",
  "method": "ωB97M-V with the def2-TZVPD basis set",
  "elements": ["C", "C", "C", "C", "O", "O", "N", "H", "H", "H", "H", "H", "H", "H", "H", "H"],
  "positions_angstrom": [[-0.008, 0.258, 0.922], [1.565, -0.858, -0.824], [-1.391, 0.882, 1.028], [0.405, 0.031, -0.534], [0.115, -0.948, 1.679], [-0.452, -1.119, -1.058], [0.335, 1.045, -1.468], [-0.557, -1.560, 1.353], [-0.633, -0.808, -1.964], [0.741, 0.935, 1.343], [1.242, 1.492, -1.568], [2.251, -0.577, -1.613], [1.590, -1.872, -0.449], [-2.148, 0.192, 0.650], [-1.616, 1.111, 2.070], [-1.438, 1.796, 0.435]],
  "lowdin_charge": [-0.369, 0.143, -0.037, -0.630, -0.021, -0.056, 0.188, 0.095, 0.095, 0.151, 0.062, 0.062, 0.071, 0.084, 0.083, 0.079],
  "homo_energy_ev": [-9.90, -7.84],
  "relative_energy_kcal_mol": 127.54,
  "charge": 0,
  "mol_weight_g_mol": 103.121,
  "multiplicity": 1
}


# 12
{
  "formula": "C4H9NO2",
  "method": "ωB97M-V with the def2-TZVPD basis set",
  "elements": ["O", "C", "O", "C", "C", "C", "N", "H", "H", "H", "H", "H", "H", "H", "H", "H"],
  "positions_angstrom": [[-1.552, -1.266, 2.302], [-0.769, -0.486, 1.834], [0.273, -0.015, 2.577], [-1.123, 0.330, 0.589], [-0.461, -0.246, -0.659], [0.909, 0.428, -0.970], [1.729, -0.337, -1.922], [-0.050, -0.130, 3.470], [-0.601, 1.297, 0.746], [-2.178, 0.530, 0.421], [-1.170, -0.128, -1.486], [-0.301, -1.296, -0.460], [1.437, 0.441, -0.008], [0.529, 1.356, -1.358], [2.292, 0.257, -2.522], [1.034, -0.736, -2.554]],
  "lowdin_charge": [0.111, -0.506, 0.091, -0.108, -0.207, -0.282, -0.011, 0.113, 0.119, 0.124, 0.113, 0.109, 0.110, 0.102, 0.061, 0.060],
  "smiles": "NCCCC(=O)O",
  "homo_energy_ev": -9.75,
  "relative_energy_kcal_mol": 33.32,
  "charge": 0,
  "mol_weight_g_mol": 103.121,
  "multiplicity": 1
}